Density functional theory data (ωB97M-V/def2-TZVPD) for a molecular structure, C20H30F6FeN7O11SSbSeSi in a non-equilibrium geometry.

Lowest unoccupied orbital energy (alpha / beta): -1.317 / -1.286 eV
ΔE to the lowest compared entry with this formula, charge and spin: 0.00 kJ/mol
Spin multiplicity: 2
Net charge: -1
Expectation value of S²: 1.0717
HOMO (alpha / beta): -6.3 / -6.3 eV
Gap between HOMO and LUMO (alpha / beta): 4.988 / 5.013 eV

XYZ file:
```
79
Properties=species:S:1:pos:R:3:forces:R:3
Fe 0.471 0.135 -0.625 -0.226 0.120 1.666
N 1.335 -0.896 3.900 -0.795 0.214 -0.292
C 1.852 -1.196 2.571 0.421 -0.335 0.039
C 3.204 -0.579 2.257 -0.081 0.087 -0.144
C 3.553 -0.826 0.783 -0.158 -0.108 0.385
N 2.672 -0.049 -0.133 -0.653 -0.467 -0.466
C 3.539 -2.322 0.469 -0.035 0.117 -0.230
C 2.238 -3.012 0.852 -0.080 -0.186 -0.087
N 1.199 -2.564 -0.079 0.266 0.036 -0.083
C 1.886 -2.695 2.303 -0.221 0.072 -0.144
H 1.281 0.307 4.063 0.315 0.511 0.347
H 1.841 -1.354 4.649 -0.011 -0.048 -0.019
H 0.243 -1.190 3.881 0.992 -0.268 0.567
H 1.143 -0.763 1.891 -0.312 0.150 -0.195
H 3.983 -1.043 2.875 0.041 0.071 -0.002
H 3.183 0.491 2.478 0.010 0.004 0.014
H 4.577 -0.479 0.612 -0.033 0.117 -0.052
H 2.907 -0.322 -1.084 0.171 0.150 -0.022
H 2.909 0.938 -0.052 0.236 -0.045 0.071
H 4.363 -2.784 1.018 0.023 0.009 -0.010
H 3.731 -2.474 -0.600 0.075 -0.024 0.045
H 2.382 -4.100 0.781 0.110 0.004 -0.016
H 0.302 -2.996 0.098 -0.016 0.110 0.044
H 1.473 -2.736 -1.037 -0.050 -0.185 -0.086
H 2.648 -3.160 2.942 -0.073 -0.052 0.049
H 0.913 -3.124 2.558 0.026 -0.021 0.035
C -5.497 -2.379 0.322 0.101 -0.110 -0.004
Si -5.616 -0.527 0.179 0.260 -0.015 -0.001
C -6.602 -0.091 -1.355 -0.037 0.028 -0.096
C -6.402 0.161 1.716 -0.122 0.130 0.071
C -3.979 0.439 -0.054 -0.179 0.180 -0.014
C -4.091 1.822 0.206 0.026 -0.165 -0.037
C -3.035 2.655 -0.033 0.038 -0.002 -0.119
C -1.845 2.110 -0.515 0.276 -0.259 -0.173
N -1.662 0.813 -0.717 -0.454 0.131 -0.108
C -2.740 0.002 -0.495 0.281 0.043 -0.041
S -2.470 -1.690 -0.786 -0.168 0.093 0.031
H -6.482 -2.758 0.610 -0.009 0.003 0.005
H -4.778 -2.678 1.086 -0.022 0.022 0.028
H -5.208 -2.851 -0.618 -0.033 0.007 0.021
H -7.465 -0.751 -1.473 -0.022 0.015 0.029
H -5.980 -0.186 -2.248 -0.043 -0.036 0.016
H -6.967 0.937 -1.314 0.015 0.002 -0.006
H -7.234 -0.472 2.036 0.028 0.009 -0.015
H -6.796 1.170 1.572 -0.006 -0.028 0.000
H -5.663 0.199 2.516 0.049 -0.046 0.068
H -5.008 2.220 0.620 0.000 0.018 -0.014
H -3.081 3.715 0.172 0.006 -0.032 0.009
H -0.976 2.712 -0.696 -0.407 0.422 -0.029
O 0.663 3.898 -1.612 -0.085 -0.250 0.307
Se 1.449 2.632 -1.018 0.567 -0.342 -0.113
O 1.174 1.247 -2.001 -0.113 0.201 -0.094
O 0.743 1.847 0.326 -0.024 -0.086 -0.563
O 3.030 2.809 -0.780 -0.185 0.091 -0.022
F -0.432 -0.685 0.778 0.364 0.290 -0.351
Sb -1.610 0.693 3.098 0.695 -0.721 0.400
F -2.599 2.353 2.764 -0.289 0.321 -0.080
F -3.244 -0.240 2.617 -0.255 -0.064 -0.137
F -2.070 0.844 4.928 -0.252 0.097 0.305
F -1.071 -1.532 3.858 -0.338 0.558 -0.411
F 1.226 1.512 4.228 -0.129 -0.480 -0.223
O 0.336 1.481 -7.865 -0.020 0.027 -0.037
N -0.658 1.384 -7.175 0.049 -0.045 0.165
O -1.759 1.806 -7.466 -0.013 0.013 -0.042
C -0.517 0.695 -5.889 0.097 0.013 -0.098
C 0.744 0.209 -5.508 -0.059 0.072 -0.057
C 0.911 -0.439 -4.326 0.156 -0.110 0.112
C -0.182 -0.686 -3.404 -0.292 0.052 -0.007
O -0.132 -1.156 -2.256 0.756 0.113 -0.028
C -1.461 -0.254 -3.943 -0.107 0.001 -0.124
C -1.618 0.492 -5.118 0.013 -0.014 0.121
N -2.631 -0.533 -3.241 -0.072 -0.001 -0.049
O -3.598 0.170 -3.287 -0.028 0.010 0.010
O -2.721 -1.686 -2.606 0.222 -0.071 -0.022
N 2.283 -0.891 -4.026 -0.294 0.012 -0.028
O 2.517 -1.297 -2.908 0.039 -0.126 0.010
O 3.090 -0.853 -4.930 0.081 0.020 0.033
H 1.595 0.360 -6.156 0.002 0.019 0.008
H -2.589 0.857 -5.422 -0.005 -0.046 -0.015
```
Positions in Å, forces in eV/Å.